one:
19
Properties=species:S:1:pos:R:3 method="wB97M-V/def2-TZVPD" e_homo_ha=-0.3375 mol_weight_g_mol=194.08 smiles="O=C1O[C@@H](CO)[C@H](O)C(=O)P1O"
O 1.496 2.361 -0.151
C 1.011 1.385 0.258
O -0.133 1.210 0.879
C -1.015 0.061 0.658
C -1.625 0.192 -0.767
O -2.364 1.367 -0.808
C -0.211 -1.246 0.835
O 0.568 -1.051 1.969
C 0.863 -1.208 -0.333
O 0.711 -1.470 -1.495
P 2.270 -0.229 0.260
O 3.062 -0.032 -1.114
H -1.601 -0.002 1.594
H -2.326 -0.779 -1.003
H -0.870 0.168 -1.595
H -1.759 2.026 -0.505
H -0.840 -2.116 0.829
H 0.167 -0.364 2.481
H 2.595 -0.276 -1.993

two:
19
Properties=species:S:1:pos:R:3 method="wB97M-V/def2-TZVPD" e_homo_ha=-0.3634 mol_weight_g_mol=194.08 smiles="O=C1O[C@@H](CO)[C@H](O)C(=O)P1O"
O 2.803 -0.782 0.360
C 1.729 -0.557 -0.113
O 0.643 -1.205 0.281
C -0.721 -0.801 0.117
C -1.269 -0.627 1.549
O -1.135 -1.804 2.281
C -1.014 0.437 -0.776
O -1.316 0.060 -2.087
C 0.158 1.389 -0.725
O 0.243 2.426 -0.113
P 1.630 0.668 -1.581
O 2.748 1.731 -1.197
H -1.220 -1.665 -0.342
H -2.337 -0.404 1.513
H -0.739 0.207 2.032
H -0.207 -2.071 2.263
H -1.912 0.935 -0.395
H -0.544 -0.327 -2.524
H 2.459 2.391 -0.543

Short version: one is the least stable of them.

one:
9
Properties=species:S:1:pos:R:3 method="wB97M-V/def2-TZVPD" e_homo_ha=-0.4255 mol_weight_g_mol=102.05 smiles="N#CN(N)[N+](=O)[O-]"
N 0.909 0.533 -2.626
C 0.538 0.288 -1.583
N -0.096 -0.011 -0.147
N -1.294 0.495 0.217
N 0.816 -0.604 0.694
O 1.872 -0.891 0.201
O 0.432 -0.775 1.821
H -1.220 1.199 0.954
H -1.958 -0.234 0.469

two:
9
Properties=species:S:1:pos:R:3 method="wB97M-V/def2-TZVPD" e_homo_ha="-0.3906 / -0.3320" mol_weight_g_mol=102.05
C -1.271 -2.010 -0.074
N -1.877 -2.855 0.446
N 0.155 -0.178 -0.312
N -0.759 -1.026 -0.751
N -2.572 0.644 0.150
O -3.643 0.976 -0.242
O -1.629 1.309 0.520
H 0.247 -0.190 0.736
H 0.336 0.746 -0.821

Short version: two is the least stable of them.

one:
21
Properties=species:S:1:pos:R:3 method="wB97M-V/def2-TZVPD" e_homo_ha=-0.5602 mol_weight_g_mol=112.15 total_charge=+1
C -0.097 -3.189 -0.025
C 0.268 -2.004 0.867
C 1.727 -0.642 -0.626
N 0.750 -0.796 0.151
H 0.445 -3.200 -0.968
H -0.029 -4.145 0.478
H -1.135 -2.992 -0.306
H -0.496 -1.662 1.562
H 1.025 -2.316 1.598
H 1.905 0.325 -1.098
H 2.475 -1.410 -0.803
H 0.192 -0.049 0.541
H -1.917 0.798 0.837
H -1.072 1.969 0.960
O -1.191 1.122 1.388
H 2.224 2.403 -1.348
H 0.845 2.800 -0.908
O 1.569 2.211 -0.665
H -3.104 2.801 -0.782
H -2.363 1.907 -1.723
O -2.381 2.160 -0.792

two:
21
Properties=species:S:1:pos:R:3 method="wB97M-V/def2-TZVPD" e_homo_ha=-0.4980 mol_weight_g_mol=112.15 total_charge=+1
C -0.497 1.095 0.451
C 0.293 -0.055 0.755
C 0.415 -0.702 1.939
N 1.124 -0.385 -0.485
H -0.785 1.667 1.309
H 0.106 1.856 -0.039
H -1.382 0.919 -0.164
H 0.792 -1.653 2.161
H -0.055 -0.282 2.870
H 0.465 -0.913 -1.138
H 1.990 -0.879 -0.320
H 1.365 0.538 -0.941
H 3.202 2.342 -0.708
H 3.016 1.529 -2.003
O 2.614 1.756 -1.199
H -0.573 -2.232 -2.890
H -1.501 -0.947 -2.594
O -0.546 -1.291 -2.564
H -3.648 -0.167 1.496
H -3.405 -1.513 2.126
O -2.989 -0.683 1.939

Short version: one is the least stable of them.

one:
7
Properties=species:S:1:pos:R:3 method="wB97M-V/def2-TZVPD" e_homo_ha=-0.3989 mol_weight_g_mol=80.04
C 0.661 -1.397 0.177
N -0.070 -2.362 0.512
N 0.111 -0.205 -0.144
F 1.989 -1.404 0.064
F 0.958 -3.806 0.844
H -0.866 -0.082 0.069
H 0.707 0.607 -0.122

two:
7
Properties=species:S:1:pos:R:3 method="wB97M-V/def2-TZVPD" e_homo_ha="-0.3843 / -0.3796" mol_weight_g_mol=80.04
C 0.386 -0.689 0.621
N -2.446 0.204 0.229
N 0.886 0.383 0.024
F 1.154 -1.819 0.227
F 0.284 1.603 0.222
H -1.782 -0.138 -0.551
H 1.518 0.456 -0.772

Short version: two is the least stable of them.

one:
23
Properties=species:S:1:pos:R:3 method="wB97M-V/def2-TZVPD" e_homo_ha=-0.5174 mol_weight_g_mol=119.19 total_charge=+1
C 2.030 -1.006 0.715
C 0.051 1.347 1.255
C -2.120 1.235 0.057
C 0.648 -1.515 0.169
C -0.614 -0.694 0.053
N 0.495 0.136 -1.949
N -0.873 0.430 0.705
O -1.661 -1.285 -0.523
H 2.833 -1.606 0.259
H 1.968 -0.002 0.282
H 2.221 -0.852 1.792
H 0.736 0.696 1.703
H 0.577 2.032 0.448
H -0.171 2.033 2.029
H -3.051 1.023 0.432
H -1.890 2.333 0.083
H -2.057 0.783 -0.972
H 0.273 -2.063 1.130
H 0.829 -2.167 -0.702
H 0.922 -0.309 -2.743
H 0.993 0.973 -1.715
H -0.505 0.701 -1.734
H -1.635 -2.224 -0.773

two:
23
Properties=species:S:1:pos:R:3 method="wB97M-V/def2-TZVPD" e_homo_ha=-0.4897 mol_weight_g_mol=119.19 total_charge=+1 smiles=CN(CC[NH3+])CCO
C -1.598 -1.603 -0.499
N -0.760 -0.464 -0.039
C -1.084 -0.196 1.357
C -0.911 1.275 1.810
N -0.163 2.075 0.741
C 0.674 -0.867 -0.249
C 1.196 -0.060 -1.399
O 2.546 -0.366 -1.749
H -1.371 -2.579 -0.054
H -2.650 -1.453 -0.256
H -1.398 -1.680 -1.569
H -0.383 -0.793 1.963
H -2.036 -0.502 1.768
H -1.897 1.698 1.975
H -0.399 1.413 2.763
H 0.271 2.892 1.182
H -0.863 2.442 0.092
H 0.576 1.439 0.460
H 0.676 -1.924 -0.536
H 1.281 -0.926 0.665
H 0.617 -0.230 -2.314
H 1.122 1.033 -1.363
H 2.962 -0.846 -1.054

Short version: one is the least stable of them.

one:
23
Properties=species:S:1:pos:R:3 method="wB97M-V/def2-TZVPD" e_homo_ha=-0.5141 mol_weight_g_mol=119.19 total_charge=+1
C 2.708 -0.746 -0.433
C 1.325 -0.097 -0.296
C 0.743 -0.271 1.119
C -0.529 0.514 1.294
C -1.747 -0.285 0.888
N -2.604 0.532 0.164
N 0.356 -0.780 -1.208
H 3.390 -0.032 -0.904
H 3.221 -0.735 0.534
H 2.662 -1.734 -0.844
H 1.451 0.959 -0.529
H 0.585 -1.335 1.318
H 1.550 0.015 1.787
H -0.727 0.949 2.281
H -2.272 -0.698 1.764
H -1.396 -1.186 0.291
H -2.093 1.215 -0.488
H -3.389 0.027 -0.247
H -0.469 -0.178 -1.332
H 0.802 -0.716 -2.129
H -0.515 1.370 0.592
H -1.739 1.933 -2.101
O -1.314 1.279 -1.519

two:
23
Properties=species:S:1:pos:R:3 method="wB97M-V/def2-TZVPD" e_homo_ha=-0.4578 mol_weight_g_mol=119.19 total_charge=+1
C 1.617 -0.776 1.679
C 0.250 -0.403 1.085
C 0.268 -0.586 -0.485
C -1.009 -0.705 -1.251
C -1.846 0.625 -1.134
N -2.600 0.504 0.010
N 0.020 0.988 1.252
H 1.756 -1.824 1.911
H 2.396 -0.379 1.020
H 1.737 -0.197 2.597
H -0.588 -0.959 1.505
H 0.853 0.323 -0.781
H 1.044 -1.600 -0.594
H -0.836 -0.868 -2.309
H -2.522 0.719 -1.988
H -1.085 1.441 -1.239
H -1.655 -1.508 -0.914
H -3.547 0.833 -0.182
H -0.927 1.288 1.098
H 0.766 1.606 0.859
H 1.329 -2.244 -0.923
H 2.559 2.248 -0.732
O 2.019 1.475 -0.483

Short version: two is the least stable of them.